Record 1
A structure of composition C33H56Cl40FNO5 in a non-equilibrium geometry, computed with ωB97M-V/def2-TZVPD.

The geometry in XYZ format:
```
136
Properties=species:S:1:pos:R:3:lowdin_charge:R:1
O 8.063 0.620 0.278 0.010
C 8.021 1.772 -0.406 -0.113
F 9.204 2.670 -0.441 -0.017
C 6.595 2.193 -1.169 -0.060
O 5.900 3.097 -0.230 -0.039
C 4.640 3.613 -0.789 -0.249
O 4.459 3.566 -2.115 0.017
O 3.626 4.159 0.173 -0.052
C 2.519 3.193 0.087 -0.203
C 1.260 3.484 1.096 -0.126
C 0.834 2.074 1.844 -0.223
N -0.372 1.386 1.243 -0.160
C -0.105 0.825 -0.136 -0.201
C -1.211 1.557 -1.153 -0.064
C -0.676 2.638 -2.281 -0.029
C -1.733 3.410 -3.286 -0.071
C -3.343 3.037 -3.106 -0.212
C -3.869 1.921 -1.981 -0.060
C -2.812 1.136 -0.958 -0.150
O -3.262 0.134 0.028 -0.137
H 6.004 1.183 -1.379 0.172
H 6.928 2.711 -2.176 0.156
H 2.096 3.258 -1.022 0.115
H 2.900 2.077 0.263 0.136
H 1.585 4.276 1.921 0.128
H 0.378 3.981 0.504 0.123
H 1.771 1.356 1.997 0.133
H 0.515 2.388 2.951 0.124
H -1.232 1.975 1.263 0.060
H 0.996 0.935 -0.516 0.120
H -0.397 -0.328 -0.150 0.072
H 0.469 2.900 -2.429 0.076
H -1.357 4.189 -4.081 0.084
H -4.081 3.594 -3.835 -0.120
H -5.029 1.747 -1.952 -0.094
H -2.542 -0.527 0.250 0.045
C 7.762 -2.328 2.154 -1.016
Cl 8.196 -3.998 1.770 0.519
Cl 6.101 -2.224 2.749 0.514
H 8.440 -1.952 2.925 0.017
H 7.856 -1.719 1.252 0.007
C -7.163 2.473 -4.926 -0.982
Cl -5.840 3.237 -5.816 0.540
Cl -6.683 2.104 -3.266 0.563
H -8.018 3.153 -4.907 -0.027
H -7.441 1.545 -5.431 -0.039
C -3.303 1.396 3.117 -1.040
Cl -4.317 1.532 4.560 0.532
Cl -3.833 2.520 1.860 0.579
H -2.269 1.624 3.386 0.006
H -3.368 0.375 2.732 0.016
C -10.350 4.970 -3.418 -0.994
Cl -9.538 5.733 -4.790 0.507
Cl -10.733 3.280 -3.765 0.502
H -9.692 5.014 -2.546 0.034
H -11.277 5.509 -3.208 -0.011
C 9.515 -3.707 5.144 -1.039
Cl 9.836 -5.083 6.207 0.554
Cl 9.308 -2.219 6.075 0.515
H 10.356 -3.584 4.458 0.033
H 8.601 -3.902 4.577 -0.012
C -0.958 -2.989 2.068 -1.041
Cl -0.598 -1.296 2.423 0.539
Cl -1.572 -3.178 0.421 0.545
H -0.044 -3.578 2.177 -0.030
H -1.713 -3.348 2.772 0.032
C -4.786 6.911 -2.870 -1.028
Cl -4.351 5.242 -3.255 0.669
Cl -6.447 7.016 -2.276 0.492
H -4.108 7.287 -2.100 -0.019
H -4.692 7.520 -3.773 0.020
C 7.785 -5.364 -1.953 -1.036
Cl 7.469 -3.785 -2.680 0.499
Cl 7.264 -6.672 -3.021 0.521
H 8.858 -5.463 -1.767 0.031
H 7.239 -5.437 -1.009 0.011
C 12.215 2.680 1.635 -1.035
Cl 12.536 1.305 2.698 0.492
Cl 12.008 4.169 2.565 0.498
H 13.056 2.803 0.948 0.030
H 11.301 2.486 1.067 0.004
C 0.535 -4.215 5.536 -0.975
Cl 1.146 -3.139 4.273 0.544
Cl -0.237 -5.643 4.836 0.501
H 1.369 -4.534 6.165 0.033
H -0.198 -3.674 6.140 0.026
C -2.625 -0.016 7.255 -1.042
Cl -1.623 -0.364 5.841 0.492
Cl -1.628 0.279 8.684 0.505
H -3.230 0.872 7.053 -0.011
H -3.278 -0.871 7.448 0.033
C -5.450 11.073 -1.468 -1.000
Cl -4.361 9.783 -1.991 0.565
Cl -6.901 10.410 -0.706 0.502
H -4.929 11.709 -0.748 0.030
H -5.744 11.666 -2.338 0.031
C -0.312 -9.289 3.474 -1.033
Cl -1.693 -8.206 3.260 0.489
Cl 0.199 -9.341 5.166 0.491
H -0.597 -10.295 3.158 0.031
H 0.519 -8.931 2.862 0.020
C -13.444 3.447 -1.305 -1.043
Cl -13.736 5.096 -1.870 0.517
Cl -14.948 2.676 -0.786 0.506
H -13.007 2.864 -2.119 -0.013
H -12.750 3.478 -0.460 0.034
C 8.915 -5.386 -6.365 -1.043
Cl 8.599 -3.806 -7.092 0.493
Cl 8.393 -6.694 -7.434 0.497
H 9.987 -5.484 -6.180 0.031
H 8.369 -5.459 -5.421 -0.028
C -7.707 -1.321 -7.334 -1.036
Cl -8.472 -1.257 -5.741 0.503
Cl -6.141 -0.500 -7.321 0.519
H -7.559 -2.366 -7.616 0.029
H -8.359 -0.831 -8.061 -0.010
C -5.485 -1.917 -1.356 -0.994
Cl -5.801 -0.337 -2.083 0.560
Cl -6.007 -3.225 -2.424 0.505
H -4.413 -2.015 -1.170 0.009
H -6.031 -1.989 -0.412 0.035
C 13.044 -5.081 7.837 -1.050
Cl 13.365 -6.456 8.900 0.496
Cl 12.838 -3.592 8.767 0.495
H 13.885 -4.958 7.150 0.030
H 12.130 -5.275 7.269 -0.058
C -11.020 2.558 -7.946 -0.988
Cl -11.486 3.719 -6.696 0.492
Cl -9.575 1.658 -7.471 0.551
H -11.842 1.855 -8.102 0.033
H -10.814 3.098 -8.874 0.032
C 3.771 -10.519 5.004 -1.036
Cl 4.132 -8.825 5.359 0.494
Cl 3.158 -10.707 3.357 0.500
H 4.686 -11.107 5.113 0.029
H 3.016 -10.877 5.708 0.018
```

Record 2
A cluster of 8 separate species, C33H56F2N5O23 in total in a non-equilibrium geometry, computed with ωB97M-V/def2-TZVPD.

The geometry in XYZ format:
```
119
Properties=species:S:1:pos:R:3:lowdin_charge:R:1
C 3.000 -1.125 3.471 0.023
C 1.502 -0.962 3.548 -0.385
O 1.020 0.119 3.793 0.145
N 0.568 -2.092 3.368 0.089
C 0.818 -3.162 4.260 -0.431
C 0.134 -4.491 4.027 0.042
O 1.581 -3.018 5.195 0.117
C 0.330 -2.470 2.003 -0.169
N -0.043 -1.339 1.107 0.212
C 0.714 -1.518 -0.020 -0.288
N 0.420 -1.157 -1.218 0.251
C 1.342 -1.477 -2.325 -0.308
C 2.327 -0.590 -2.577 -0.009
C 3.231 -0.875 -3.574 -0.014
C 3.028 -2.065 -4.225 -0.039
C 1.966 -2.853 -3.888 -0.110
N 1.076 -2.606 -2.933 0.165
N 1.901 -2.226 0.273 0.210
C 1.341 -3.293 1.181 -0.514
F 2.406 -3.813 1.764 0.158
F 0.761 -4.132 0.356 0.194
H 3.354 -1.849 2.745 0.068
H 3.395 -1.341 4.455 0.101
H 3.392 -0.158 3.184 0.095
H 0.734 -5.110 3.369 0.093
H -0.857 -4.385 3.594 0.079
H 0.061 -4.975 4.988 0.100
H -0.584 -3.067 2.027 0.151
H -1.011 -1.455 0.807 0.163
H -0.455 -0.668 -1.386 0.175
H 2.405 0.318 -2.005 0.128
H 4.039 -0.203 -3.792 0.122
H 3.697 -2.383 -5.003 0.118
H 1.820 -3.766 -4.442 0.120
H 2.451 -1.552 0.809 0.146
C -1.376 1.414 2.017 -0.051
O -2.233 2.416 1.484 -0.020
C -2.477 2.244 0.185 -0.646
O -2.035 1.344 -0.496 0.091
O -3.281 3.206 -0.221 0.002
C -3.646 3.160 -1.609 -0.004
H -1.221 1.617 3.072 0.102
H -1.845 0.438 1.907 0.082
H -0.413 1.435 1.508 0.082
H -4.183 2.242 -1.836 0.100
H -2.764 3.254 -2.239 0.101
H -4.301 4.006 -1.791 0.105
C 4.319 -6.125 1.127 -0.042
O 4.278 -7.423 1.715 0.014
C 3.464 -8.272 1.088 -0.628
O 2.795 -8.016 0.121 0.119
O 3.517 -9.439 1.718 0.013
C 2.687 -10.457 1.151 -0.032
H 5.004 -5.527 1.723 0.099
H 4.690 -6.178 0.105 0.103
H 3.340 -5.672 1.147 0.061
H 2.986 -10.671 0.128 0.099
H 1.640 -10.162 1.185 0.097
H 2.827 -11.346 1.758 0.096
C 8.253 -0.357 -2.061 -0.040
O 8.576 1.027 -1.937 0.014
C 7.531 1.828 -1.751 -0.630
O 6.378 1.482 -1.683 0.099
O 7.978 3.072 -1.654 0.016
C 6.962 4.058 -1.450 -0.033
H 9.191 -0.885 -2.206 0.097
H 7.773 -0.723 -1.155 0.095
H 7.611 -0.526 -2.924 0.093
H 6.430 3.874 -0.519 0.097
H 6.267 4.071 -2.287 0.097
H 7.466 5.017 -1.390 0.097
C -5.577 -2.919 2.766 -0.028
O -4.290 -3.539 2.656 -0.004
C -4.140 -4.298 1.573 -0.631
O -4.958 -4.485 0.718 0.145
O -2.905 -4.813 1.600 -0.028
C -2.592 -5.654 0.484 -0.032
H -5.566 -2.337 3.682 0.096
H -5.758 -2.257 1.921 0.098
H -6.360 -3.671 2.830 0.103
H -2.646 -5.091 -0.447 0.099
H -3.253 -6.517 0.440 0.104
H -1.571 -5.998 0.631 0.087
C -6.818 3.794 -6.502 -0.033
O -6.111 2.980 -5.560 0.002
C -5.505 1.926 -6.098 -0.629
O -5.506 1.621 -7.258 0.135
O -4.889 1.259 -5.117 -0.008
C -4.192 0.093 -5.555 -0.045
H -7.261 4.609 -5.939 0.094
H -6.136 4.200 -7.246 0.099
H -7.607 3.222 -6.986 0.100
H -3.408 0.356 -6.263 0.098
H -4.880 -0.622 -6.002 0.100
H -3.741 -0.350 -4.671 0.086
C 1.011 8.954 -0.398 -0.034
O 1.018 7.714 0.315 0.007
C 0.299 6.753 -0.257 -0.623
O -0.321 6.845 -1.281 0.131
O 0.388 5.660 0.504 0.017
C -0.354 4.553 0.001 -0.033
H 1.629 9.643 0.170 0.094
H 1.436 8.828 -1.392 0.098
H 0.001 9.351 -0.467 0.100
H 0.016 4.257 -0.982 0.106
H -1.412 4.794 -0.046 0.097
H -0.205 3.733 0.696 0.084
C -4.594 4.174 2.873 -0.033
O -4.100 5.058 3.881 0.012
C -3.496 6.140 3.394 -0.624
O -3.344 6.397 2.229 0.124
O -3.082 6.882 4.417 0.010
C -2.405 8.081 4.037 -0.035
H -5.054 3.333 3.386 0.097
H -5.346 4.668 2.260 0.103
H -3.775 3.820 2.253 0.063
H -3.064 8.728 3.461 0.099
H -1.507 7.851 3.465 0.095
H -2.124 8.586 4.956 0.095
```

The net charge is +1.

Record 3
A cluster of 6 separate species, C33H56F3N2O7S6Si in total in a non-equilibrium geometry, computed with ωB97M-V/def2-TZVPD.

The geometry in XYZ format:
```
108
Properties=species:S:1:pos:R:3:lowdin_charge:R:1
C 2.591 -3.011 -5.596 0.134
C 1.714 -2.349 -4.855 -0.058
C 0.801 -1.876 -3.622 -0.037
C -0.582 -2.641 -3.375 0.115
C -1.470 -2.174 -2.156 -0.054
C -2.884 -2.900 -1.925 -0.448
S -3.198 -4.412 -2.943 0.825
C -1.956 -5.720 -2.468 -0.510
C -1.169 -6.342 -3.744 -0.165
C -0.996 -1.022 -1.194 0.053
C -1.739 -0.447 0.099 -0.314
F -2.933 -1.104 0.513 0.048
F -1.966 0.985 -0.155 -0.004
C -0.697 -0.550 1.362 -0.122
C -0.676 -2.095 1.923 -0.238
Si 0.968 -2.550 2.816 0.551
C 0.581 -3.767 4.290 -0.211
C 1.846 -1.022 3.625 -0.205
C 2.176 -3.549 1.664 -0.225
C 1.706 -4.346 0.372 -0.075
C 2.787 -5.158 -0.491 -0.079
C 4.324 -5.156 -0.120 -0.067
C 4.821 -4.333 1.161 -0.045
C 3.717 -3.568 2.006 -0.060
N 0.300 -0.367 -1.508 0.174
C 1.155 -0.714 -2.628 0.012
C 2.502 0.126 -2.848 -0.237
O 2.436 1.385 -2.603 0.086
N 3.795 -0.396 -3.354 0.147
C 4.366 -1.443 -2.488 -0.300
O 4.263 -1.306 -1.222 0.080
F 5.066 -2.563 -3.080 0.037
H 3.411 -3.565 -6.206 0.096
H -0.839 -3.463 -4.133 0.098
H -3.708 -2.115 -2.088 0.082
H -2.967 -3.225 -0.804 0.104
H -2.539 -6.536 -1.883 0.089
H -1.193 -5.202 -1.754 0.069
H -1.029 -5.604 -4.620 0.062
H -1.756 -7.260 -4.118 0.085
H -0.132 -6.681 -3.355 0.080
H -1.192 0.071 2.211 0.147
H 0.349 -0.147 1.115 0.107
H -1.515 -2.197 2.729 0.105
H -0.875 -2.852 1.066 0.069
H 1.527 -4.013 4.912 0.056
H 0.154 -4.754 3.830 0.050
H -0.261 -3.340 4.953 0.041
H 2.366 -0.334 2.859 0.041
H 2.663 -1.455 4.342 0.024
H 1.082 -0.375 4.196 0.051
H 0.586 -4.316 0.095 0.053
H 2.421 -5.720 -1.425 0.069
H 5.068 -5.750 -0.774 0.088
H 5.951 -4.326 1.403 0.091
H 4.106 -2.977 2.929 0.089
H 0.630 0.428 -0.907 0.148
H 3.764 -0.665 -4.353 0.130
C -8.129 -1.249 -3.671 -0.255
S -6.375 -1.190 -4.099 0.828
O -5.722 -2.392 -3.488 -0.593
C -5.978 0.231 -3.057 -0.277
H -8.582 -2.098 -4.186 0.054
H -8.245 -1.375 -2.593 0.062
H -8.615 -0.327 -3.996 0.060
H -6.229 0.013 -2.017 0.052
H -6.535 1.104 -3.402 0.056
H -4.908 0.432 -3.137 0.041
C -7.148 2.122 1.311 -0.270
S -7.597 3.354 0.069 0.815
O -8.181 2.623 -1.099 -0.565
C -5.903 3.806 -0.366 -0.272
H -8.063 1.673 1.700 0.053
H -6.527 1.346 0.859 0.047
H -6.609 2.607 2.127 0.054
H -5.359 2.925 -0.714 0.044
H -5.405 4.235 0.505 0.053
H -5.937 4.549 -1.165 0.052
C 6.800 -0.974 5.441 -0.271
S 5.516 -1.264 6.678 0.824
O 4.311 -1.787 5.961 -0.580
C 5.214 0.479 7.045 -0.267
H 7.117 -1.938 5.039 0.049
H 6.405 -0.357 4.631 0.057
H 7.653 -0.479 5.909 0.055
H 4.918 1.006 6.136 0.058
H 6.119 0.926 7.461 0.055
H 4.410 0.543 7.780 0.052
C 1.021 3.340 -0.689 -0.298
S 1.547 4.934 -0.021 0.813
O 1.658 4.784 1.463 -0.555
C -0.001 5.800 -0.364 -0.253
H 1.829 2.621 -0.547 0.030
H 0.128 2.991 -0.163 0.044
H 0.812 3.442 -1.756 0.053
H -0.829 5.297 0.141 0.058
H -0.176 5.821 -1.442 0.061
H 0.083 6.822 0.008 0.025
C 1.916 8.823 1.377 -0.273
S 1.464 10.051 0.132 0.813
O 0.894 9.314 -1.038 -0.567
C 3.157 10.518 -0.292 -0.269
H 1.002 8.366 1.760 0.048
H 2.546 8.052 0.929 0.052
H 2.446 9.312 2.197 0.056
H 3.710 9.642 -0.636 0.058
H 3.646 10.952 0.582 0.054
H 3.121 11.260 -1.092 0.052
```

The net charge is +1.

Record 4
A structure of composition C33H56O31Rb3 in a non-equilibrium geometry, computed with ωB97M-V/def2-TZVPD.

The geometry in XYZ format:
```
123
Properties=species:S:1:pos:R:3:lowdin_charge:R:1
Rb 0.983 -2.898 -5.105 0.901
Rb 3.061 1.390 -5.296 0.945
Rb 0.970 -5.302 -1.673 0.922
C 0.840 -1.932 -0.387 -0.056
C 1.460 -1.617 -1.619 -0.387
C 1.753 -0.102 -1.877 -0.368
O 2.477 0.252 -2.823 -0.170
C 1.079 0.822 -0.988 -0.016
C 0.430 0.453 0.200 -0.404
C 0.368 -0.992 0.533 -0.384
O -0.057 -1.454 1.613 0.038
O -0.009 1.367 0.930 0.035
O 1.900 -2.555 -2.344 -0.289
H 0.691 -2.983 -0.173 0.056
H 1.131 1.868 -1.257 0.100
C -4.452 7.186 2.408 -0.035
O -3.511 6.118 2.471 0.001
C -3.970 4.885 2.316 -0.626
O -5.133 4.574 2.273 0.126
O -2.949 4.060 2.145 0.020
C -3.263 2.721 1.811 -0.061
H -5.096 7.163 1.530 0.098
H -3.819 8.070 2.378 0.094
H -5.061 7.168 3.311 0.099
H -4.089 2.252 2.340 0.104
H -2.398 2.097 2.044 0.084
H -3.382 2.584 0.735 0.079
C -1.808 4.180 -1.059 -0.014
O -1.324 4.701 -2.294 -0.025
C -2.081 5.381 -3.151 -0.614
O -3.169 5.808 -2.925 0.153
O -1.371 5.604 -4.252 -0.005
C -1.966 6.324 -5.314 -0.041
H -2.861 4.378 -0.865 0.096
H -1.221 4.694 -0.297 0.110
H -1.597 3.116 -0.951 0.086
H -1.522 6.013 -6.250 0.078
H -1.884 7.404 -5.162 0.103
H -3.055 6.229 -5.289 0.101
C 3.688 1.283 1.021 -0.041
O 4.696 1.406 2.002 0.022
C 4.384 1.494 3.292 -0.626
O 3.273 1.333 3.738 0.136
O 5.439 1.840 3.963 0.024
C 5.357 2.246 5.304 -0.044
H 4.150 1.132 0.053 0.072
H 3.068 2.171 0.904 0.102
H 3.004 0.460 1.220 0.075
H 5.369 1.420 6.021 0.097
H 4.417 2.773 5.470 0.099
H 6.213 2.851 5.592 0.093
C -1.258 3.104 -7.070 -0.023
O -1.875 2.603 -5.890 0.027
C -1.169 1.765 -5.142 -0.597
O -0.044 1.388 -5.403 0.035
O -1.920 1.420 -4.116 0.058
C -1.514 0.290 -3.363 -0.015
H -1.827 3.991 -7.325 0.091
H -1.371 2.386 -7.887 0.102
H -0.193 3.285 -6.940 0.096
H -0.639 0.487 -2.737 0.082
H -1.368 -0.694 -3.818 0.093
H -2.345 0.166 -2.670 0.086
C -2.290 -7.474 6.459 -0.057
O -2.702 -6.330 5.740 0.023
C -1.775 -5.415 5.521 -0.633
O -0.703 -5.316 6.054 0.129
O -2.251 -4.532 4.657 -0.010
C -1.534 -3.405 4.171 -0.016
H -2.788 -8.372 6.085 0.092
H -2.806 -7.448 7.428 0.097
H -1.234 -7.634 6.643 0.094
H -2.293 -2.875 3.597 0.098
H -0.860 -3.682 3.355 0.081
H -1.018 -2.926 4.997 0.108
C 7.850 -3.164 0.261 -0.048
O 6.818 -2.921 1.212 0.015
C 5.619 -2.633 0.690 -0.608
O 5.398 -2.270 -0.439 0.120
O 4.734 -2.742 1.670 0.029
C 3.374 -2.497 1.297 -0.015
H 7.858 -4.193 -0.114 0.093
H 8.777 -2.983 0.793 0.096
H 7.777 -2.603 -0.670 0.087
H 3.302 -1.511 0.853 0.074
H 2.767 -2.575 2.194 0.113
H 2.988 -3.205 0.560 0.084
C -2.895 -0.327 0.000 -0.004
O -4.071 -0.242 -0.816 0.014
C -4.863 -1.318 -0.816 -0.608
O -4.705 -2.333 -0.205 0.131
O -5.870 -1.014 -1.627 0.008
C -6.931 -1.952 -1.795 -0.033
H -2.128 -0.011 -0.707 0.070
H -2.597 -1.333 0.287 0.084
H -2.827 0.350 0.844 0.082
H -6.740 -2.656 -2.604 0.093
H -7.756 -1.314 -2.110 0.097
H -7.228 -2.469 -0.886 0.098
C -0.407 -8.196 2.801 -0.006
O -1.452 -7.265 2.510 0.038
C -1.207 -6.322 1.630 -0.619
O -0.155 -6.188 1.029 0.005
O -2.251 -5.542 1.522 0.042
C -2.257 -4.411 0.665 -0.017
H -0.123 -8.138 3.852 0.099
H 0.414 -8.096 2.103 0.089
H -0.830 -9.202 2.763 0.099
H -1.986 -3.494 1.189 0.083
H -3.306 -4.329 0.390 0.092
H -1.657 -4.449 -0.246 0.066
C 1.762 4.476 -2.354 -0.035
O 2.905 3.896 -2.958 -0.018
C 3.892 3.488 -2.154 -0.613
O 4.057 3.735 -0.994 0.163
O 4.648 2.686 -2.879 -0.070
C 5.701 1.912 -2.340 -0.020
H 1.926 4.815 -1.331 0.109
H 0.870 3.854 -2.306 0.072
H 1.470 5.369 -2.905 0.099
H 6.239 1.320 -3.074 0.096
H 5.326 1.214 -1.590 0.085
H 6.391 2.570 -1.807 0.110
```

The net charge is +1.

Number 1: HOMO -7.83 eV, DFT total energy -20228.87556 hartree. Number 2: HOMO -12.22 eV, DFT total energy -3494.89440 hartree. Number 3: HOMO -10.37 eV, DFT total energy -4904.53469 hartree. Number 4: HOMO -8.81 eV, DFT total energy -3695.55422 hartree.